# 1
DFT (ωB97M-V/def2-TZVPD) results for the ion C3H11N3P with charge +1.

Computed properties:
**Energy relative to the best compared isomer or geometry (same formula, charge and spin)**: 57.0 kcal per mole
**Net charge**: +1
**HOMO-LUMO gap (alpha / beta)**: 9.13 / 9.13 eV
**HOMO energy (alpha / beta)**: -12.843 / -12.844 eV
**LUMO level (alpha / beta)**: -3.709 / -3.709 eV
**Calculated total energy**: -17038.317 eV

Atoms and positions in Å:
1 C -2.21 0.15 0.78
2 C 1.30 1.07 0.30
3 C 1.24 -1.62 -0.47
4 N -1.08 -0.62 0.52
5 N -2.22 1.18 -0.01
6 N -1.18 1.37 -0.77
7 P 0.69 -0.43 1.03
8 H -2.85 0.13 1.62
9 H 2.29 1.19 0.89
10 H 0.82 2.06 0.50
11 H 1.46 0.93 -0.85
12 H 0.94 -1.45 -1.48
13 H 1.13 -2.69 -0.27
14 H 2.31 -1.44 -0.41
15 H -1.21 -1.73 0.48
16 H -2.94 1.89 0.03
17 H -1.20 2.24 -1.35
18 H -0.89 -0.26 -0.46

Atom charges from the Löwdin analysis, given in e for atoms 1 to 2: -0.136, -0.380

---

# 2
DFT (ωB97M-V/def2-TZVPD) results for a structure of composition C37H37F3FeO2P2.

Computed properties:
**<S²>**: 6.014
**Energy relative to the best compared isomer or geometry (same formula, charge and spin)**: 95.2 kcal per mole
**HOMO-LUMO gap (alpha / beta)**: 5.93 / 5.69 eV
**2S+1**: 5
**HOMO energy (alpha / beta)**: -7.178 / -7.178 eV
**LUMO level (alpha / beta)**: -1.250 / -1.489 eV
**Calculated total energy**: -104174.557 eV

Atoms and positions in Å:
1 Fe 1.65 -1.40 -3.81
2 C -2.55 -0.28 0.34
3 C -2.60 -0.17 -0.99
4 C -3.17 1.00 -1.72
5 C -2.15 1.79 -2.55
6 C -0.96 2.38 -1.83
7 C -0.69 2.07 -0.54
8 C -1.71 2.17 0.55
9 C -2.19 0.85 1.24
10 C 2.70 0.12 -2.74
11 H -2.83 -1.18 0.89
12 H -2.39 -1.02 -1.61
13 H -3.81 1.69 -1.13
14 H -3.79 0.53 -2.48
15 H -1.85 1.17 -3.42
16 H -2.65 2.59 -3.11
17 H -0.35 3.04 -2.48
18 H 0.34 1.90 -0.18
19 H -2.63 2.68 0.21
20 H -1.24 2.77 1.35
21 H -1.37 0.66 1.95
22 H -3.04 1.10 1.89
23 H 2.57 0.00 -1.66
24 H 2.55 1.17 -3.01
25 H 3.69 -0.24 -3.05
26 P 0.16 -2.25 -8.34
27 P 2.01 0.33 -8.78
28 C -0.50 -0.68 -9.02
29 C 0.30 0.37 -9.36
30 C -0.55 -3.37 -9.72
31 C -1.71 -3.08 -10.47
32 C -2.15 -3.95 -11.48
33 C -1.49 -5.15 -11.72
34 C -0.35 -5.47 -10.97
35 C 0.12 -4.59 -9.98
36 C -0.92 -2.43 -6.86
37 C -0.69 -1.53 -5.79
38 C -1.47 -1.62 -4.63
39 C -2.52 -2.56 -4.60
40 C -2.82 -3.36 -5.71
41 C -2.03 -3.27 -6.85
42 C 2.70 0.89 -10.43
43 C 2.47 0.12 -11.60
44 C 2.90 0.54 -12.86
45 C 3.54 1.78 -13.05
46 C 3.68 2.59 -11.92
47 C 3.25 2.16 -10.65
48 C 2.16 1.88 -7.81
49 C 3.34 2.02 -7.04
50 C 3.52 3.17 -6.27
51 C 2.53 4.17 -6.26
52 C 1.37 4.02 -7.02
53 C 1.18 2.86 -7.78
54 H -1.57 -0.59 -9.25
55 H -0.02 1.26 -9.93
56 H -2.28 -2.17 -10.28
57 H -3.02 -3.67 -12.08
58 H -1.86 -5.85 -12.48
59 H 0.19 -6.41 -11.15
60 H 1.03 -4.84 -9.42
61 H 0.11 -0.78 -5.87
62 H -1.29 -0.95 -3.77
63 H -3.17 -2.59 -3.73
64 H -3.69 -4.03 -5.69
65 H -2.28 -3.86 -7.73
66 H 1.89 -0.81 -11.53
67 H 2.74 -0.08 -13.74
68 H 3.88 2.11 -14.04
69 H 4.11 3.58 -12.03
70 H 3.31 2.87 -9.83
71 H 4.10 1.24 -7.04
72 H 4.44 3.31 -5.69
73 H 2.68 5.07 -5.67
74 H 0.60 4.80 -7.03
75 H 0.26 2.73 -8.35
76 F 1.02 -1.55 1.83
77 C 0.81 -2.28 0.70
78 F 1.67 -3.31 0.73
79 F -0.45 -2.82 0.80
80 C 0.86 -1.45 -0.68
81 O 0.34 -0.37 -0.41
82 O 1.21 -1.99 -1.77

Atom charges from the Löwdin analysis, given in e for atoms 1 to 2: 0.978, -0.119

---

# 3
DFT (ωB97M-V/def2-TZVPD) results for a cluster of 2 separate species, C12H23Cl3N2O5 in total.

Computed properties:
**<S²>**: 0.754
**Energy relative to the best compared isomer or geometry (same formula, charge and spin)**: 0.0 kcal per mole
**Net charge**: -1
**HOMO-LUMO gap (alpha / beta)**: 8.18 / 8.25 eV
**2S+1**: 2
**HOMO energy (alpha / beta)**: -5.801 / -5.872 eV
**LUMO level (alpha / beta)**: 2.377 / 2.376 eV
**Calculated total energy**: -63595.792 eV

Atoms and positions in Å:
1 C 1.27 -2.47 0.51
2 C 2.13 -1.63 -0.42
3 Cl 3.70 -2.50 -0.64
4 C 1.52 -1.33 -1.80
5 Cl 2.77 -0.43 -2.76
6 C 0.17 -0.53 -1.90
7 N -0.10 -0.21 -3.31
8 C -1.01 -1.43 -1.44
9 C -1.93 -0.91 -0.33
10 C -2.56 -2.10 0.39
11 C -3.05 -0.03 -0.91
12 N -1.16 -0.13 0.68
13 O -1.72 0.01 1.82
14 C -0.23 0.98 0.30
15 C 0.93 1.01 1.31
16 C -1.00 2.31 0.43
17 C 0.22 0.83 -1.17
18 H 0.49 -1.87 0.96
19 H 0.82 -3.31 -0.02
20 H 1.90 -2.87 1.30
21 H 2.38 -0.68 0.05
22 H 1.39 -2.27 -2.33
23 H 0.50 0.54 -3.61
24 H 0.14 -1.00 -3.91
25 H -0.65 -2.42 -1.17
26 H -1.64 -1.56 -2.32
27 H -3.10 -2.70 -0.33
28 H -3.24 -1.76 1.17
29 H -1.80 -2.73 0.86
30 H -3.83 -0.67 -1.34
31 H -3.51 0.57 -0.13
32 H -2.68 0.62 -1.70
33 H 1.90 0.99 0.82
34 H 0.87 0.20 2.03
35 H 0.92 1.94 1.88
36 H -1.94 2.30 -0.12
37 H -1.19 2.54 1.47
38 H -0.38 3.11 0.02
39 H -0.39 1.50 -1.78
40 H 1.24 1.22 -1.24
41 O 1.18 4.06 3.28
42 Cl 2.37 3.37 3.74
43 O 1.99 2.16 4.42
44 O 3.11 4.23 4.64
45 O 3.19 3.04 2.59

Atom charges from the Löwdin analysis, given in e for atoms 1 to 2: -0.119, -0.725

---

# 4
DFT (ωB97M-V/def2-TZVPD) results for a structure of composition C13H19F12HgN3O9S4.

Computed properties:
**Energy relative to the best compared isomer or geometry (same formula, charge and spin)**: 31.8 kcal per mole
**HOMO-LUMO gap**: 9.02 eV
**HOMO energy**: -10.558 eV
**LUMO level**: -1.542 eV
**Calculated total energy**: -116806.362 eV

Atoms and positions in Å:
1 Hg -8.04 4.28 5.19
2 C -7.89 8.59 4.53
3 F -7.33 8.41 3.36
4 F -6.95 8.59 5.47
5 F -8.44 9.79 4.57
6 S -9.15 7.20 4.97
7 O -10.42 7.77 5.27
8 O -9.15 6.30 3.83
9 N -8.38 6.19 6.11
10 S -8.61 6.81 7.61
11 O -8.85 8.24 7.66
12 O -9.45 5.96 8.39
13 C -6.88 6.65 8.36
14 F -6.11 7.60 7.89
15 F -6.92 6.68 9.65
16 F -6.39 5.46 7.98
17 C -9.05 2.48 8.46
18 F -8.12 3.39 8.54
19 F -8.66 1.43 9.18
20 F -10.21 2.84 8.96
21 S -9.17 1.87 6.67
22 O -7.79 2.09 6.27
23 O -9.76 0.57 6.58
24 N -9.91 3.15 5.81
25 S -11.45 2.73 5.68
26 O -11.79 1.94 4.49
27 O -11.90 2.19 6.93
28 C -12.39 4.40 5.57
29 F -12.20 5.14 6.65
30 F -11.89 5.05 4.53
31 F -13.67 4.13 5.49
32 C -8.36 2.41 2.36
33 C -7.19 3.22 1.86
34 C -7.72 4.28 0.87
35 C -6.78 5.40 0.44
36 C -6.24 6.06 1.72
37 C -5.60 5.09 2.70
38 N -6.61 4.03 2.98
39 O -6.23 3.20 4.06
40 C -4.27 4.57 2.12
41 C -5.28 5.83 4.00
42 C -6.24 2.33 1.04
43 H -8.70 1.77 1.54
44 H -9.20 2.99 2.74
45 H -8.06 1.68 3.12
46 H -7.86 3.81 -0.11
47 H -8.72 4.63 1.12
48 H -7.30 6.17 -0.12
49 H -5.96 5.04 -0.19
50 H -7.11 6.52 2.18
51 H -5.53 6.79 1.34
52 H -3.43 5.26 2.21
53 H -3.96 3.65 2.63
54 H -4.22 4.60 1.03
55 H -4.63 6.65 3.69
56 H -6.11 6.32 4.52
57 H -4.64 5.20 4.62
58 H -6.03 1.57 1.81
59 H -5.34 2.77 0.60
60 H -6.71 1.88 0.17
61 H -5.41 2.71 3.85

Atom charges from the Löwdin analysis, given in e for atoms 1 to 2: 1.262, -0.655

---

# 5
DFT (ωB97M-V/def2-TZVPD) results for a structure of composition C22H35CeCl2N4O3Se.

Computed properties:
**<S²>**: 0.751
**Energy relative to the best compared isomer or geometry (same formula, charge and spin)**: 0.0 kcal per mole
**HOMO-LUMO gap (alpha / beta)**: 7.03 / 7.69 eV
**2S+1**: 2
**HOMO energy (alpha / beta)**: -6.832 / -7.492 eV
**LUMO level (alpha / beta)**: 0.195 / 0.194 eV
**Calculated total energy**: -138810.190 eV

Atoms and positions in Å:
1 O 1.39 0.20 -0.98
2 C 2.56 -0.38 -1.51
3 C 2.62 -0.21 -3.04
4 C 1.51 0.26 -3.75
5 H 0.62 0.55 -3.19
6 C 1.55 0.36 -5.14
7 H 0.67 0.77 -5.66
8 C 2.67 -0.09 -5.84
9 H 2.68 -0.05 -6.93
10 C 3.77 -0.61 -5.14
11 H 4.65 -0.97 -5.69
12 C 3.75 -0.65 -3.74
13 H 4.60 -1.03 -3.18
14 H 3.47 0.10 -1.08
15 C 3.01 -2.09 0.39
16 C 2.60 -1.84 -1.05
17 H 3.26 -3.15 0.54
18 H 2.17 -1.89 1.07
19 H 3.84 -1.45 0.69
20 C 2.04 -2.76 -1.83
21 C 1.72 -4.16 -1.43
22 H 1.69 -2.49 -2.82
23 H 2.27 -4.87 -2.06
24 H 0.66 -4.37 -1.60
25 H 1.94 -4.38 -0.39
26 Ce -0.42 -0.04 0.08
27 Cl -1.98 0.09 -2.04
28 Cl -0.53 -2.63 0.31
29 H 0.71 4.67 -3.01
30 H -1.83 4.45 -2.22
31 C 0.72 3.59 -2.83
32 C -1.61 3.41 -1.94
33 N -0.17 3.26 -1.73
34 H 1.73 3.28 -2.55
35 C 0.36 2.99 -0.53
36 O -0.25 2.35 0.37
37 H -2.16 3.16 -1.03
38 H 1.40 3.33 -0.37
39 H 0.42 3.06 -3.74
40 H -1.94 2.75 -2.74
41 H 1.88 0.62 5.15
42 H 3.29 2.79 4.37
43 C 2.47 0.15 4.36
44 C 3.61 2.19 3.51
45 N 2.71 1.08 3.27
46 H 1.94 -0.72 4.00
47 C 1.98 1.07 2.15
48 O 1.04 0.24 1.96
49 H 3.62 2.82 2.63
50 H 2.25 1.83 1.40
51 H 3.45 -0.14 4.77
52 H 4.62 1.82 3.69
53 C -4.31 1.46 0.62
54 N -4.41 0.02 0.52
55 C -5.41 -0.66 -0.15
56 C -5.18 -1.98 0.02
57 N -4.06 -2.10 0.83
58 C -3.53 -3.39 1.23
59 C -3.61 -0.86 1.20
60 Se -2.39 -0.33 2.47
61 H -5.17 1.88 1.16
62 H -4.24 1.91 -0.38
63 H -3.40 1.71 1.18
64 H -6.20 -0.13 -0.67
65 H -5.71 -2.84 -0.35
66 H -4.28 -3.95 1.80
67 H -3.28 -3.97 0.34
68 H -2.63 -3.24 1.81

Atom charges from the Löwdin analysis, given in e for atoms 1 to 2: -0.398, -0.321

---

# 6
DFT (ωB97M-V/def2-TZVPD) results for an isolated molecule of C4H11O5P3.

Computed properties:
**<S²>**: 2.006
**Energy relative to the best compared isomer or geometry (same formula, charge and spin)**: 28.0 kcal per mole
**HOMO-LUMO gap (alpha / beta)**: 7.27 / 6.19 eV
**2S+1**: 3
**HOMO energy (alpha / beta)**: -7.200 / -9.839 eV
**LUMO level (alpha / beta)**: 0.073 / -3.649 eV
**Calculated total energy**: -42429.242 eV

Atoms and positions in Å:
1 C -3.24 0.27 1.22
2 C -1.75 1.94 -0.86
3 C 2.93 0.71 0.93
4 C 0.94 -2.33 -1.27
5 O 1.20 0.74 -1.15
6 O -0.89 -2.83 0.94
7 O 0.39 1.51 1.16
8 O -1.26 -0.72 -0.66
9 O 0.86 -0.96 0.90
10 P -2.05 0.42 0.06
11 P 1.29 0.70 0.31
12 P -0.09 -1.84 0.19
13 H -3.19 -0.69 1.73
14 H -3.50 1.01 1.87
15 H -1.60 2.89 -0.25
16 H -1.04 1.85 -1.73
17 H -2.67 2.31 -1.40
18 H 3.21 1.76 0.55
19 H 3.41 0.46 1.92
20 H 3.49 0.02 0.17
21 H 0.79 -1.77 -2.31
22 H 1.92 -2.10 -0.92
23 H 0.84 -3.36 -1.41

Atom charges from the Löwdin analysis, given in e for atoms 1 to 2: -0.070, -0.228